1.
Computed, not measured: C22H25FN6O2 in the gas phase, with ωB97M-V/def2-TZVPD.

## Properties
Relative energy (zero: lowest compared OMol25 entry of this formula, charge and spin) ... 73.56 kJ/mol
Net charge ... 0
Gap between HOMO and LUMO ... 8.5 eV
HOMO level ... -8.029 eV
E_tot ... -1432.1655 a.u.
SMILES ... CC[C@@H](c1nnnn1Cc1ccc2c(c1)OCO2)N1CCN(c2ccc(F)cc2)CC1

```
56
C22H25FN6O2 (ωB97M-V/def2-TZVPD)
F -0.680 -8.391 0.581
O 2.360 5.716 1.326
O 4.224 4.587 0.581
N -0.679 -0.177 -0.884
N -2.727 2.658 -0.893
N -2.434 2.899 1.214
N -0.666 -2.962 -0.425
N -3.167 3.209 0.230
N -1.460 2.108 0.760
C -0.087 1.460 -3.906
C 3.193 2.338 0.592
C -0.406 1.602 1.595
C 0.900 3.731 1.508
C 0.350 -1.019 -1.459
C -0.775 1.159 -1.465
C 3.707 5.855 0.927
C 2.002 1.671 0.872
C 0.504 -4.984 0.291
C -1.655 1.968 -0.575
C 0.575 -2.234 -0.555
C 0.500 -6.347 0.521
C 2.073 4.384 1.229
C -0.671 -7.057 0.350
C -1.715 -2.118 0.108
C -0.654 -4.317 -0.121
C 0.879 2.344 1.324
C -1.924 -0.920 -0.815
C -1.836 -6.431 -0.055
C 3.205 3.698 0.777
C -1.241 1.251 -2.933
C -1.820 -5.073 -0.293
H -0.730 1.752 2.628
H -2.736 -7.009 -0.191
H -2.711 -0.276 -0.417
H 4.068 1.814 0.245
H 4.295 6.279 1.757
H -2.642 -2.680 0.200
H 3.767 6.528 0.058
H 0.445 2.380 -3.673
H -1.433 -1.751 1.109
H -2.724 -4.596 -0.637
H 0.949 -1.893 0.425
H 1.421 -4.440 0.452
H 0.621 0.634 -3.866
H -0.466 1.535 -4.922
H -1.784 0.343 -3.198
H 0.029 4.264 1.854
H -1.942 2.082 -3.017
H 1.324 -2.876 -1.019
H -2.244 -1.291 -1.802
H 1.958 0.602 0.738
H 0.234 1.592 -1.387
H 1.396 -6.856 0.842
H 1.277 -0.445 -1.535
H 0.073 -1.380 -2.463
H -0.284 0.537 1.385
```

natural (NBO) population analysis, charges in e, atoms 1 to 6:
1. F -0.329
2. O -0.483
3. O -0.475
4. N -0.456
5. N -0.313
6. N -0.070

=====

2.
Computed, not measured: a molecular structure, C22H25I2N3OPtSiTe, with ωB97M-V/def2-TZVPD.

## Properties
Relative energy (zero: lowest compared OMol25 entry of this formula, charge and spin) ... 0.00 kJ/mol
Net charge ... -2
Gap between HOMO and LUMO (spin up / spin down) ... 2.7 / 5.1 eV
HOMO level (spin up / spin down) ... 1.034 / -1.432 eV
E_tot ... -2365.0311 a.u.
Spin multiplicity ... 3

```
56
C22H25I2N3OPtSiTe (ωB97M-V/def2-TZVPD)
Pt 0.722 0.172 0.495
I -2.687 -3.336 -3.831
I 2.452 -2.813 -6.636
Te 2.077 -0.347 2.677
Si -1.452 -0.463 2.781
O -0.775 -3.136 -1.303
N -0.007 0.765 -1.289
N 2.134 -0.732 -0.765
N -0.588 0.791 1.814
C 2.095 -2.680 -3.544
C -0.714 -0.307 4.567
C 0.893 0.741 -2.241
C -0.960 -2.235 2.249
C -0.651 -2.924 -3.664
C 2.047 -2.237 -1.014
C -3.341 -0.186 2.566
C -1.160 2.559 3.330
C 0.502 4.167 3.815
C -0.074 -2.855 -2.335
C -0.746 1.579 -3.817
C -0.729 3.530 4.150
C -1.724 1.529 -2.788
C 0.552 1.167 -3.484
C 1.373 -2.557 -2.320
C 2.308 0.273 -1.880
C 1.002 4.038 2.531
C 1.447 -2.847 -4.772
C -0.438 2.061 2.239
C -1.266 1.239 -1.535
C 0.613 2.926 1.767
C 0.041 -2.836 -4.860
H 1.419 -2.535 -0.197
H 1.033 4.806 4.482
H -3.712 -1.175 2.215
H -0.522 -2.968 -5.802
H -0.191 0.606 4.935
H -1.636 -0.437 5.255
H 3.275 -2.606 -3.556
H 3.095 -2.655 -0.903
H -3.394 0.660 1.925
H -1.881 1.466 -0.592
H -1.221 -2.395 1.152
H 2.950 -0.648 -0.074
H 3.022 1.090 -1.628
H 0.166 -2.143 2.262
H -3.731 0.110 3.563
H 1.123 2.658 0.867
H -2.731 1.729 -3.106
H -1.291 3.769 5.044
H -1.007 1.850 -4.851
H -0.031 -1.150 4.670
H 2.634 -0.228 -2.803
H -2.195 2.176 3.380
H -1.221 -3.062 2.885
H 1.332 1.288 -4.237
H 1.770 4.745 2.204
```

natural (NBO) population analysis, charges in e, atoms 1 to 6:
1. Pt 0.627
2. I 0.069
3. I 0.019
4. Te -0.461
5. Si 1.851
6. O -0.733

=====

3.
Computed, not measured: a molecular structure, C22H25IrO4, with ωB97M-V/def2-TZVPD.

## Properties
Relative energy (zero: lowest compared OMol25 entry of this formula, charge and spin) ... 37.26 kJ/mol
Net charge ... -1
Gap between HOMO and LUMO (spin up / spin down) ... 3.7 / 6.0 eV
HOMO level (spin up / spin down) ... -1.172 / -5.029 eV
E_tot ... -1258.3081 a.u.
Spin multiplicity ... 6

```
52
C22H25IrO4 (ωB97M-V/def2-TZVPD)
Ir 0.589 -1.120 -0.210
O 0.514 1.154 1.167
O 2.871 0.289 1.766
O -2.246 -0.311 -1.199
O -0.215 2.816 2.521
C 1.490 0.812 -1.329
C -0.374 -2.790 0.397
C 2.488 3.844 2.556
C -1.125 -1.096 1.809
C 0.519 -1.064 -2.299
C -3.065 -1.015 -2.178
C 2.129 2.545 2.187
C -1.511 -1.987 0.792
C 2.409 -0.276 -1.199
C 0.325 0.337 -1.978
C -3.419 0.293 -0.588
C 4.743 3.105 3.108
C 3.131 1.529 2.212
C -4.357 -0.473 -1.514
C 0.667 2.170 1.953
C -2.862 -0.433 -3.560
C 0.193 -1.429 2.215
C 3.783 4.123 2.997
C 0.696 -2.480 1.360
C -2.862 -2.506 -2.109
C 1.849 -1.430 -1.856
C 4.417 1.818 2.711
H 1.735 4.639 2.527
H -0.556 0.928 -2.222
H -3.528 -2.988 -2.833
H -0.353 -3.604 -0.310
H 1.641 -2.995 1.459
H -3.727 -0.666 -4.193
H -0.180 -1.706 -2.823
H -1.760 -0.306 2.201
H 1.648 1.828 -0.976
H -3.089 -2.877 -1.108
H 5.727 3.332 3.524
H 1.892 0.328 1.504
H -3.479 0.014 0.470
H 2.328 -2.398 -1.987
H -2.730 0.655 -3.525
H -4.918 -1.251 -0.998
H 0.760 -1.037 3.053
H -3.428 1.382 -0.727
H -2.524 -2.155 0.474
H 3.406 -0.222 -0.768
H -1.987 -0.885 -4.027
H -4.966 0.166 -2.155
H 5.115 0.996 2.791
H 4.019 5.147 3.271
H -1.823 -2.749 -2.357
```

natural (NBO) population analysis, charges in e, atoms 1 to 6:
1. Ir 0.949
2. O -0.815
3. O -0.657
4. O -0.541
5. O -0.700
6. C -0.243